Record 1
The following is a quantum chemistry calculation of 21 unconnected molecules or ions with the total composition C19H76BFN3O24 in a non-equilibrium geometry, from OMol25.

Structure (ORCA input):
```
! RIJCOSX wB97M-V def2-TZVPD def2/J DEFGRID3
* xyz -1 1
C -2.4389 2.8920 1.3986
O -3.7237 3.1309 0.8284
C -3.8798 2.4918 -0.4373
C -3.3910 3.3885 -1.5759
C -1.9348 3.0181 -1.9093
C -1.4752 3.4246 -3.2966
C 0.0513 3.4604 -3.4082
C 0.6810 2.0698 -3.1679
C 1.1217 1.8405 -1.7090
C 1.9454 0.5448 -1.5379
O 3.1374 0.9090 -0.8579
B 3.1840 0.2219 0.4446
F 4.3279 -0.6721 0.5437
N 3.2952 1.3682 1.4763
C 3.8884 0.9098 2.7441
C 4.1531 2.4056 1.0016
C 3.5480 3.8027 0.9057
O 5.2909 2.2633 0.7220
O 1.9566 -0.5291 0.4916
C 1.2488 -0.6064 -0.7206
C 1.6743 -1.9085 -1.4226
C 1.2457 -2.0650 -2.8654
C 2.3599 -1.9977 -3.9024
N 0.0591 -2.2442 -3.2582
C -0.2188 -0.3159 -0.3933
C -1.1007 -1.4483 0.0442
C -1.7979 -1.1769 1.3730
N -1.3041 -2.5047 -0.5962
H -2.4935 3.1449 2.4551
H -1.6833 3.5478 0.9683
H -2.0842 1.8690 1.2815
H -3.3763 1.5239 -0.4684
H -4.9460 2.2827 -0.5298
H -3.4130 4.4346 -1.2813
H -4.0147 3.2157 -2.4484
H -1.8502 1.9377 -1.8169
H -1.2400 3.4274 -1.1827
H -1.8620 4.4285 -3.4890
H -1.8500 2.7821 -4.0911
H 0.4831 4.1566 -2.6948
H 0.3058 3.7843 -4.4165
H 1.5832 1.9674 -3.7695
H -0.0250 1.3061 -3.5046
H 0.3069 1.9164 -1.0118
H 1.7871 2.6690 -1.4863
H 2.3304 0.3154 -2.5359
H 3.7563 1.7074 3.4880
H 3.3735 0.0299 3.1165
H 4.9516 0.7046 2.6563
H 3.3469 4.0532 -0.1278
H 4.2755 4.4822 1.3397
H 2.6445 3.8520 1.5041
H 1.3702 -2.7797 -0.8475
H 2.7582 -1.9232 -1.4180
H 2.1786 -2.6726 -4.7347
H 3.3294 -2.1969 -3.4571
H 2.4053 -0.9805 -4.2928
H 0.0943 -2.3170 -4.2780
H -0.6488 0.2360 -1.2283
H -0.1796 0.3620 0.4467
H -2.2904 -0.2088 1.2838
H -2.5885 -1.8971 1.5452
H -1.0962 -1.1688 2.2067
H -1.9595 -3.1129 -0.1080
O -2.0608 5.9584 1.0589
H -2.4939 5.0932 1.0652
H -1.7268 6.0587 1.9573
O -3.2265 -4.7113 -0.1153
H -3.1315 -5.6710 -0.1429
H -3.6810 -4.4928 -0.9380
O 0.7734 2.2120 1.2393
H 0.3040 1.9813 2.0508
H 1.6243 1.7164 1.3037
O -2.6744 -6.6317 2.2189
H -1.7484 -6.6546 2.4870
H -2.9259 -5.7060 2.3269
O -1.5010 -9.4245 0.9470
H -0.5722 -9.4424 1.2055
H -1.7595 -8.5056 1.0790
O -2.2822 -0.1562 -3.5563
H -2.8259 -0.2814 -2.7705
H -1.4692 -0.6465 -3.3586
O 1.6958 -8.8480 1.4449
H 2.4449 -8.2451 1.3744
H 2.0581 -9.7092 1.1839
O -4.9185 -1.4444 0.4675
H -4.1414 -0.9031 0.2898
H -4.6268 -2.3393 0.2613
O 0.2284 -2.5155 3.6399
H 1.1272 -2.1653 3.6626
H 0.2825 -3.3397 4.1347
O -1.2889 9.1635 1.1731
H -1.6620 8.2738 1.1946
H -1.1260 9.3787 2.0973
O -0.2043 2.8377 4.3082
H 0.7425 2.9626 4.4670
H -0.6136 3.6636 4.5943
O 2.3701 -7.7094 -0.9515
H 2.1258 -7.1364 -1.6864
H 1.5492 -7.8405 -0.4601
O 5.8338 -1.7132 2.9211
H 6.0028 -2.6507 2.7864
H 5.3559 -1.4346 2.1196
O -3.1489 -3.1517 -4.8714
H -2.8794 -2.2889 -4.5269
H -2.3167 -3.6100 -5.0253
O 2.3149 1.9522 5.1452
H 1.7394 1.1789 5.1786
H 2.5925 2.0772 6.0595
O 2.3055 -11.5835 0.7333
H 2.8040 -11.8997 -0.0281
H 1.4739 -12.0697 0.6962
O -0.5399 6.4921 -1.6411
H -1.0380 6.2399 -0.8523
H 0.2923 6.0178 -1.5381
O -3.6568 1.3790 2.5410
H -3.9341 1.9127 1.7814
H -4.4415 1.3354 3.0982
O -3.2395 4.4587 4.4494
H -3.2051 3.4922 4.4489
H -3.9574 4.6692 3.8419
O 3.4289 2.1594 -4.9082
H 3.7126 2.9855 -4.5004
H 4.2514 1.7198 -5.1499
*
```

Calculated values
gap between HOMO and LUMO = 7.3201 eV
strongest force on any atom = 2.85 eV/A
E_LUMO = 1.569 eV

These are the Löwdin partial charges, in e, on atoms 1 to 99: -0.144 -0.192 -0.193 -0.132 -0.211 -0.204 -0.189 -0.174 -0.126 -0.207 0.062 -1.010 0.067 -0.011 -0.059 -0.496 0.015 0.130 0.095 -0.342 -0.050 -0.383 -0.036 0.128 -0.054 -0.384 -0.025 0.165 0.075 0.081 0.086 0.114 0.128 0.116 0.116 0.080 0.103 0.106 0.109 0.086 0.105 0.070 0.099 0.061 0.114 0.128 0.067 0.086 0.076 0.075 0.073 0.059 0.122 0.116 0.071 0.076 0.075 0.052 0.101 0.091 0.041 0.064 0.072 0.008 -0.041 0.006 0.056 -0.063 0.038 0.054 -0.074 0.022 0.013 -0.052 0.044 0.040 -0.060 0.000 0.001 -0.061 0.036 -0.009 -0.072 0.043 0.004 -0.054 0.002 0.016 -0.050 0.041 0.032 -0.055 0.000 0.029 -0.061 0.006 0.027 -0.071 0.040

***

Record 2
The following is a quantum chemistry calculation of 19 unconnected molecules or ions with the total composition C19H76N38O19 in a non-equilibrium geometry, from OMol25.

Structure (ORCA input):
```
! RIJCOSX wB97M-V def2-TZVPD def2/J DEFGRID3
* xyz 0 1
C -3.2502 -17.2003 -3.7706
O -3.1895 -16.1847 -4.4085
N -2.2636 -17.9716 -3.4558
N -4.3937 -17.6547 -3.5110
H -1.3966 -17.5958 -3.8125
H -2.3788 -18.9544 -3.2535
H -5.2025 -17.2269 -3.9387
H -4.3791 -18.4381 -2.8737
C 0.3669 -17.0598 -4.9656
O -0.0302 -18.1162 -5.4478
N 1.5157 -16.9243 -4.5169
N -0.1919 -15.9355 -5.2728
H 1.9194 -17.8500 -4.5018
H 1.7327 -16.1107 -3.9591
H -0.9180 -15.8375 -5.9679
H 0.2535 -15.0448 -5.1042
C -1.9764 -14.2304 1.7180
O -1.4140 -14.2146 0.6218
N -2.3413 -15.3556 2.2687
N -2.0920 -13.3490 2.5768
H -3.2117 -15.2504 2.7701
H -2.3471 -16.0670 1.5518
H -1.7937 -12.4436 2.2430
H -2.0435 -13.6364 3.5438
C -0.1561 -11.4023 -4.8989
O 0.1077 -11.3919 -3.7165
N -1.1444 -10.8048 -5.4493
N 0.5255 -12.1999 -5.7195
H -1.6527 -10.0870 -4.9528
H -1.0158 -10.7804 -6.4508
H 1.2669 -12.6926 -5.2422
H 0.4443 -12.4256 -6.7006
C -1.7220 -10.2072 0.5599
O -1.4324 -9.8696 1.7194
N -0.8344 -10.3681 -0.4340
N -2.9238 -10.6274 0.1531
H 0.0373 -9.8581 -0.4368
H -1.1249 -10.9133 -1.2331
H -2.9961 -11.2315 -0.6531
H -3.6576 -10.5093 0.8370
C -2.0721 -6.4023 0.4582
O -1.3477 -6.6011 -0.4622
N -1.6914 -5.6239 1.4434
N -3.1700 -7.0382 0.8511
H -2.3401 -5.4614 2.2003
H -0.7281 -5.3553 1.5851
H -3.5476 -7.8499 0.3834
H -3.6236 -6.7420 1.7036
C -9.3062 -11.2163 -3.9314
O -9.6169 -10.2781 -4.5844
N -9.7851 -12.4331 -4.1621
N -8.5389 -11.1652 -2.9003
H -9.4953 -13.1627 -3.5267
H -10.2937 -12.5936 -5.0198
H -8.1056 -10.2913 -2.6382
H -8.3459 -12.0170 -2.3931
C 0.9139 -14.1979 -2.0275
O 1.6779 -14.3664 -2.9704
N 0.3288 -13.0850 -1.6096
N 0.6716 -14.9882 -1.1145
H -0.0523 -13.0682 -0.6745
H 0.6412 -12.3191 -2.1892
H 0.2341 -14.6377 -0.2743
H 1.1894 -15.8553 -1.1037
C -2.1479 -14.6975 -8.1363
O -1.4403 -14.0828 -8.8561
N -2.2188 -15.9908 -8.0527
N -3.0036 -14.0667 -7.3890
H -1.7961 -16.5207 -8.8014
H -2.8022 -16.3308 -7.3016
H -2.9381 -13.0898 -7.6369
H -3.1887 -14.3473 -6.4366
C -5.1111 -17.9144 -0.4685
O -6.2520 -17.7203 -0.8636
N -4.5799 -19.0167 0.0412
N -4.1754 -16.9270 -0.2813
H -3.6487 -19.1481 0.4096
H -5.0874 -19.8801 0.1713
H -4.3553 -15.9555 -0.4910
H -3.2449 -17.2295 -0.0309
C -5.3543 -13.9535 3.1085
O -5.4315 -13.3007 2.1085
N -4.9253 -13.5331 4.2067
N -5.5385 -15.1870 3.1934
H -4.4162 -12.6612 4.2340
H -5.2403 -14.1675 4.9267
H -5.6075 -15.4961 4.1525
H -6.2820 -15.5423 2.6095
C -6.3272 -8.9525 -2.4816
O -5.7828 -9.9516 -2.0721
N -6.1071 -8.5868 -3.6954
N -7.2341 -8.2176 -1.7827
H -5.3205 -8.9983 -4.1772
H -6.4235 -7.6413 -3.8564
H -7.1337 -8.3891 -0.7925
H -7.7845 -7.4339 -2.1036
C -4.9938 -11.3236 -6.1021
O -4.7707 -11.4562 -7.3329
N -4.0847 -11.0145 -5.2471
N -6.1008 -11.3764 -5.4727
H -4.2762 -11.5410 -4.4068
H -3.1475 -10.9397 -5.6162
H -6.1937 -11.0841 -4.5104
H -6.8700 -11.5210 -6.1110
C -7.0542 -10.1270 1.5471
O -7.8019 -9.1845 1.3008
N -6.3270 -10.7912 0.7195
N -6.9632 -10.6304 2.6867
H -6.4332 -10.5866 -0.2638
H -5.8126 -11.6137 1.0006
H -7.3200 -10.2132 3.5345
H -6.3816 -11.4556 2.7172
C -1.7909 -7.6473 -3.7906
O -1.9714 -8.2231 -4.8502
N -1.5096 -6.4514 -3.5397
N -1.6582 -8.2967 -2.6664
H -1.4718 -5.7361 -4.2518
H -1.8153 -6.2324 -2.6024
H -1.8040 -9.2952 -2.6236
H -1.5075 -7.6962 -1.8685
C 2.6788 -8.8595 -3.9734
O 3.3364 -7.8480 -3.9127
N 2.8654 -9.8867 -4.7809
N 1.5762 -8.9356 -3.3498
H 2.1619 -10.5422 -5.0901
H 3.6278 -9.8521 -5.4424
H 1.3207 -8.1483 -2.7710
H 0.8539 -9.6414 -3.3641
C -6.1346 -16.2015 -5.9948
O -6.6261 -16.5535 -4.9044
N -5.2657 -15.2404 -5.9689
N -6.5390 -16.5230 -7.2136
H -4.7393 -15.1613 -5.1106
H -5.0598 -14.6995 -6.7966
H -5.9743 -16.0367 -7.8953
H -7.4609 -16.9255 -7.3037
C -7.5863 -14.6165 -1.6217
O -8.0614 -13.4743 -1.7690
N -7.7412 -15.2998 -0.5055
N -6.8068 -15.2400 -2.4864
H -7.2645 -16.1775 -0.3554
H -8.3469 -14.8908 0.1915
H -6.7773 -15.1264 -3.4895
H -6.3031 -16.0930 -2.2896
C -3.2204 -12.3416 -2.6502
O -2.7451 -11.2448 -2.5142
N -2.6750 -13.3830 -3.2176
N -4.4207 -12.6622 -2.2301
H -3.2821 -14.1717 -3.3896
H -1.6662 -13.4224 -3.1871
H -4.7569 -13.6018 -2.0743
H -4.9051 -11.9759 -1.6693
*
```

Calculated values
gap between HOMO and LUMO = 7.8536 eV
strongest force on any atom = 10.35 eV/A
E_LUMO = -0.835 eV

These are the Löwdin partial charges, in e, on atoms 1 to 99: -0.807 0.011 0.213 0.208 0.074 0.128 0.072 0.108 -0.863 0.005 0.201 0.197 0.137 0.079 0.084 0.093 -0.781 0.025 0.174 0.215 0.076 0.092 0.123 0.142 -0.753 -0.012 0.205 0.179 0.065 0.140 0.105 0.119 -0.716 -0.019 0.177 0.181 0.122 0.053 0.057 0.092 -0.730 0.054 0.158 0.185 0.104 0.125 0.105 0.109 -0.836 0.038 0.163 0.189 0.078 0.109 0.077 0.031 -0.778 0.019 0.161 0.176 0.079 0.078 0.078 0.135 -0.844 0.073 0.187 0.166 0.132 0.102 0.101 0.079 -0.688 0.022 0.162 0.167 0.112 0.121 0.107 0.088 -0.895 0.061 0.200 0.185 0.145 0.129 0.123 0.138 -0.767 0.005 0.209 0.190 0.108 0.123 0.076 0.118 -0.774 -0.010 0.186

***

Record 3
The following is a quantum chemistry calculation of 2 unconnected molecules or ions with the total composition C2 in a non-equilibrium geometry, from OMol25.

Structure (ORCA input):
```
! RIJCOSX wB97M-V def2-TZVPD def2/J DEFGRID3
* xyz 0 1
C 0.0000 0.0000 1.3875
C 0.0000 0.0000 -1.3875
*
```

Calculated values
gap between HOMO and LUMO = 5.4354 eV
strongest force on any atom = 3.94 eV/A
E_LUMO = -2.556 eV

Here is what Löwdin gives for the atomic charges, in e: 0.000 0.000

***

Record 4
The following is a quantum chemistry calculation of a molecular structure, C20H10Cl2N3O4PdS, from OMol25.

Structure (ORCA input):
```
! RIJCOSX wB97M-V def2-TZVPD def2/J DEFGRID3
* xyz -2 2
Pd -0.3758 -0.9991 0.4969
O 2.7847 5.8818 -0.2641
N 3.5883 4.8959 -0.2381
O 4.8407 5.0842 -0.3007
C 3.1209 3.5875 -0.1681
C 4.0624 2.5728 -0.1606
C 3.6844 1.2058 -0.1032
C 4.6393 0.1688 -0.0999
C 4.2273 -1.1385 -0.0663
C 2.8541 -1.4103 -0.0323
N 1.9409 -0.4576 -0.0155
C 2.3314 0.8255 -0.0530
C 1.3161 1.8830 -0.0582
N 0.0368 1.4823 -0.0197
C -0.9293 2.3739 -0.0327
C -0.6681 3.7418 -0.0687
C 0.6363 4.1763 -0.1074
C 1.6925 3.2451 -0.1107
H 5.1057 2.8438 -0.2015
H 5.6933 0.4232 -0.1295
H 4.9393 -1.9545 -0.0640
H 2.4753 -2.4259 -0.0131
H -1.9378 1.9726 -0.0107
H -1.4869 4.4506 -0.0677
H 0.8894 5.2224 -0.1400
Cl -6.4306 -5.4816 0.1287
C -5.2643 -4.1726 -0.0621
C -5.7271 -2.8489 -0.1200
C -4.8369 -1.8288 -0.2587
Cl -5.4339 -0.1868 -0.3085
C -3.3916 -2.0073 -0.4029
O -2.6294 -1.0375 -0.5518
C -2.9933 -3.3934 -0.3316
C -1.5996 -3.8290 -0.3783
O -0.6287 -3.1969 -0.7402
C -3.9240 -4.4246 -0.1457
H -6.7864 -2.6376 -0.0489
H -1.4671 -4.8782 -0.0297
H -3.5630 -5.4462 -0.0813
S -0.0686 -0.5784 3.1607
C -0.7166 -1.7039 2.1990
*
```

Calculated values
gap between HOMO and LUMO (alpha / beta) = 4.8481 / 5.8871 eV
strongest force on any atom = 0.74 eV/A
E_LUMO (alpha / beta) = 4.154 / 4.154 eV
<S²> = 0.783

Here is what Löwdin gives for the atomic charges, in e: 0.466 -0.111 -0.404 -0.110 -0.131 0.012 -0.163 -0.041 -0.082 -0.148 0.059 -0.158 -0.149 0.071 -0.136 -0.065 -0.013 -0.049 0.098 0.105 0.089 0.100 0.107 0.091 0.084 0.551 -0.689 -0.171 -0.576 0.626 -0.440 -0.101 -0.133 -0.273 -0.046 -0.108 0.090 0.110 0.099 0.368 -0.831

***

Record 5
The following is a quantum chemistry calculation of C20H10F6N6O2 in the gas phase in a non-equilibrium geometry, from OMol25.

Structure (ORCA input):
```
! RIJCOSX wB97M-V def2-TZVPD def2/J DEFGRID3
* xyz 0 1
O -4.1300 0.3509 -4.8377
C -3.4107 0.1584 -3.9126
O -3.0376 -1.0443 -3.3209
C -2.8953 1.4048 -3.2389
N -2.7868 1.3246 -1.9193
C -2.1275 2.1805 -1.1946
N -1.7819 1.9826 0.1611
C -1.8586 0.8054 0.8075
C -3.1230 0.1813 1.1005
C -3.1070 -0.8617 2.0176
N -2.0046 -1.4050 2.5008
C -0.8213 -0.8758 2.2125
N 0.2537 -1.6198 2.6344
C 1.4946 -1.1216 2.3154
C 2.6357 -1.9606 2.7539
N 2.6711 -2.1952 4.0133
C 3.7811 -2.6537 4.6329
C 4.8913 -2.8283 3.8430
C 4.9501 -2.7666 2.4817
C 3.7400 -2.2779 1.8802
C 3.8157 -2.1359 0.3646
F 2.6951 -2.0773 -0.3535
F 4.4905 -3.1475 -0.1758
F 4.4705 -0.9238 0.1672
C 1.5859 0.0914 1.6313
C 0.5304 0.7606 1.2448
C -0.7696 0.2012 1.4144
N -1.7846 3.3437 -1.6738
C -1.9652 3.5284 -2.9980
C -2.3447 2.5502 -3.8677
C -2.3548 2.7878 -5.3812
F -3.6691 2.9964 -5.7619
F -1.5717 3.8977 -5.7463
F -1.5508 1.9076 -6.0829
H -2.6984 -0.7121 -2.4849
H -1.1775 2.6868 0.4521
H -4.0581 0.7185 0.8834
H -3.9915 -1.4149 2.2574
H 3.7957 -2.7431 5.7084
H 5.7889 -3.0606 4.5014
H 5.8856 -2.8494 1.9211
H 2.6521 0.5576 1.6214
H 0.5715 1.8167 0.8823
H -1.6791 4.4420 -3.4546
*
```

Calculated values
gap between HOMO and LUMO = 8.2844 eV
structure (SMILES) = O=C(O)c1nc(Nc2ccnc3nc(-c4ncccc4C(F)(F)F)ccc23)ncc1C(F)(F)F
strongest force on any atom = 5.51 eV/A
E_LUMO = -0.854 eV

Here is what Löwdin gives for the atomic charges, in e: 0.171 -0.409 0.125 -0.083 0.194 -0.351 0.135 -0.206 0.032 -0.127 0.131 -0.317 0.226 -0.175 -0.204 0.133 -0.084 -0.091 0.014 -0.005 -0.563 0.159 0.153 0.092 -0.045 -0.002 -0.120 0.165 -0.022 -0.023 -0.417 0.129 0.066 0.110 0.080 0.114 0.120 0.103 0.112 0.129 0.134 0.161 0.134 0.122

***

Record 6
The following is a quantum chemistry calculation of a molecular structure, C20H10N5O2RbS2 in a non-equilibrium geometry, from OMol25.

Structure (ORCA input):
```
! RIJCOSX wB97M-V def2-TZVPD def2/J DEFGRID3
* xyz -2 1
Rb -0.1476 -0.0808 -0.8925
O 4.6711 0.6188 0.4367
C 3.4931 0.2860 0.3069
N 2.7910 0.0873 -0.8042
C 3.5733 -0.0853 -1.9143
O 4.8035 -0.2940 -1.9968
C 2.8139 0.0016 -3.2085
C 3.6014 0.0495 -4.4194
C 2.9070 0.1005 -5.6251
C 1.5117 -0.1506 -5.6287
C 0.8457 -0.2354 -4.4085
N 1.4992 -0.0592 -3.2600
C 2.7807 0.1043 1.6045
C 3.6280 -0.0873 2.7743
C 2.9725 -0.2582 3.9800
C 1.6087 -0.1695 4.0277
C 0.8727 0.1077 2.9070
N 1.4614 0.2240 1.7019
H 4.6718 0.1016 -4.3488
H 3.4305 0.3026 -6.5519
H 0.9495 -0.2025 -6.5633
H -0.2273 -0.3313 -4.4033
H 4.7514 0.0522 2.6777
H 3.5524 -0.4428 4.8861
H 1.0394 -0.2688 4.9466
H -0.1976 0.2684 2.9263
S -3.2616 -1.7307 -1.3154
C -3.8179 -0.7135 -0.0654
C -4.2808 -1.3254 1.1137
C -4.8898 -0.6725 2.2033
C -5.2686 -1.3974 3.3579
N -5.5138 -2.1014 4.2676
C -5.0085 0.7626 2.1137
C -4.4925 1.3938 1.0139
C -3.8820 0.7628 -0.1042
S -3.1798 1.6960 -1.3251
C -5.5519 1.5083 3.1830
N -5.9931 2.0831 4.1053
H -4.0018 -2.3880 1.2830
H -4.5154 2.4836 1.0182
*
```

Calculated values
gap between HOMO and LUMO = 4.6669 eV
strongest force on any atom = 2.74 eV/A
E_LUMO = 3.835 eV

Here is what Löwdin gives for the atomic charges, in e: 0.684 0.021 -0.515 0.066 -0.445 0.013 -0.192 0.006 -0.078 -0.071 -0.136 0.014 -0.186 0.009 -0.104 -0.104 -0.130 0.056 0.098 0.090 0.094 0.110 0.130 0.100 0.101 0.113 0.341 -0.851 -0.121 -0.225 -0.225 0.097 -0.248 -0.119 -0.835 0.362 -0.219 0.105 0.100 0.094